*P*
C2H6OS2 | ωB97M-V/def2-TZVPD

Values from the calculation:
LUMO level (alpha / beta), hartree: -0.0545 / -0.0537
HOMO energy (alpha / beta), eV: -8.9 / -9.0
Frontier orbital gap (alpha / beta), eV: 7.461 / 7.500

Structure (ORCA input):
```
! RIJCOSX wB97M-V def2-TZVPD def2/J DEFGRID3
* xyz 0 1
H 1.43 -0.17 1.30
H 2.03 -2.00 -0.57
C 0.59 -0.33 0.71
H 1.25 0.78 -1.12
O -3.18 0.13 0.23
C 0.44 0.78 -0.38
H -0.62 0.73 -0.83
H 0.50 1.69 0.29
H -0.36 -0.47 1.40
S 0.80 -2.00 -0.09
S -2.88 0.87 -0.95
*
```

---

*Q*
C2H6OS2 | ωB97M-V/def2-TZVPD

Values from the calculation:
LUMO level, hartree: 0.0009
HOMO energy, eV: -8.4
Frontier orbital gap, eV: 8.423

Structure (ORCA input):
```
! RIJCOSX wB97M-V def2-TZVPD def2/J DEFGRID3
* xyz 0 1
C -4.27 0.13 0.85
O 6.31 -1.70 0.33
H -3.74 -0.72 1.29
H -1.11 1.61 -1.49
H -4.33 0.96 1.61
H -5.15 -0.13 0.50
S -1.39 0.98 -0.28
H 6.39 0.00 -0.77
C 5.76 -0.79 -0.29
S -3.52 0.75 -0.75
H 5.06 -1.08 -0.99
*
```

---

Most stable one: *Q*, least stable one: *P*.

---

*P*
C2H6OS2 | ωB97M-V/def2-TZVPD

Values from the calculation:
LUMO level, hartree: 0.0112
HOMO energy, eV: -8.4
Frontier orbital gap, eV: 8.715

Structure (ORCA input):
```
! RIJCOSX wB97M-V def2-TZVPD def2/J DEFGRID3
* xyz 0 1
C 0.72 0.41 -0.78
H 1.42 1.18 -0.44
S -0.29 1.36 -1.99
S -1.19 -0.30 -2.91
H 1.31 -0.37 -1.25
O 0.51 -1.43 3.48
H 0.23 0.03 0.11
H -1.55 0.55 -3.89
H -1.24 -0.62 2.92
C -0.16 -0.75 2.76
H 0.23 -0.06 2.00
*
```

---

*Q*
C2H6OS2 | ωB97M-V/def2-TZVPD

Values from the calculation:
LUMO level, hartree: 0.0124
HOMO energy, eV: -8.4
Frontier orbital gap, eV: 8.706

Structure (ORCA input):
```
! RIJCOSX wB97M-V def2-TZVPD def2/J DEFGRID3
* xyz 0 1
H 0.56 0.04 -2.82
H 0.44 -3.06 -1.70
H -1.32 -0.03 0.05
H -1.10 -0.60 -2.30
C 0.54 -1.93 -1.69
H 1.86 -0.77 -0.50
C -0.02 -0.83 -2.37
O 1.78 -1.71 -0.90
S -0.90 1.92 1.41
H 0.06 2.27 2.22
S -0.21 0.10 0.88
*
```

---

*R*
C2H6OS2 | ωB97M-V/def2-TZVPD

Values from the calculation:
LUMO level, hartree: 0.0124
HOMO energy, eV: -9.2
Frontier orbital gap, eV: 9.507

Structure (ORCA input):
```
! RIJCOSX wB97M-V def2-TZVPD def2/J DEFGRID3
* xyz 0 1
S 0.70 0.26 2.58
H -0.07 -0.79 2.24
H 0.13 -1.31 -1.59
H -0.38 2.11 -1.16
H -1.26 -1.74 -0.46
H 1.95 0.50 0.35
C -0.69 -0.98 -0.96
H -1.68 0.72 -0.16
S 2.31 -0.27 1.38
O -0.14 1.22 -1.45
C -0.88 0.30 -0.77
*
```

---

Most stable one: *R*, least stable one: *Q*.

---

*P*
C20H55N5O5 | ωB97M-V/def2-TZVPD

Values from the calculation:
LUMO level, hartree: 0.0198
HOMO energy, eV: -7.5
Frontier orbital gap, eV: 8.024

Structure (ORCA input):
```
! RIJCOSX wB97M-V def2-TZVPD def2/J DEFGRID3
* xyz 0 1
H 0.16 1.41 2.40
H 3.28 5.74 -0.10
H 3.59 -1.12 -1.49
C 2.96 -3.51 -1.22
H -0.17 2.50 -2.34
H 0.17 3.43 -1.13
C -7.52 -0.26 -0.57
C 1.77 2.30 -1.67
H 4.71 -4.50 -5.23
H 2.53 -3.02 -4.61
O 2.63 4.59 -1.68
H 0.51 -4.15 -3.30
N -1.28 -0.59 0.18
H 3.50 3.06 -0.52
H -3.93 0.43 -1.92
H -3.65 -1.22 1.45
C 2.13 1.99 -3.12
H -2.52 1.88 3.92
C -0.86 1.13 5.28
H -1.11 0.26 2.55
H 0.49 -2.64 0.33
H -5.79 1.41 0.21
H 4.38 -0.52 -0.07
C 0.50 -1.89 1.12
H -5.71 0.36 1.54
H 4.61 5.09 -1.14
H 0.80 0.92 -1.06
H 1.80 1.00 -3.43
H 1.14 -0.81 -1.39
C -1.82 0.47 7.46
H -1.51 0.34 -0.15
C 3.42 -0.89 -0.44
O 2.45 0.19 -0.21
H -2.49 -0.30 -1.18
H -1.45 3.69 5.03
N -1.14 3.27 4.16
H 1.72 2.79 -3.73
H 1.61 -2.22 -2.44
C 3.60 5.49 -1.11
H 3.80 -2.83 -1.08
C 0.12 -0.50 0.56
H -0.33 -2.14 1.78
H -1.51 1.83 1.90
H -7.81 0.75 -0.84
H 3.08 -1.77 0.11
H 0.30 0.15 1.41
C -1.43 1.81 3.98
O -1.92 1.21 6.26
C 1.09 -0.04 -0.62
C 2.56 3.43 -0.93
C 3.02 -3.39 -3.70
C -3.56 -0.14 -1.07
H -0.80 0.61 7.81
H 2.00 3.81 -0.07
H 3.93 -2.78 -3.65
H -8.14 -0.58 0.27
H -4.03 -1.13 -1.13
C 2.15 -3.16 -2.52
H -3.48 1.40 0.43
H -2.24 -0.54 0.96
H 3.13 -4.74 -6.08
H -1.20 -1.09 -0.70
H 3.96 -6.12 -5.25
H 1.90 1.33 -1.19
H 3.21 -4.57 -1.26
H -0.29 0.20 5.19
O -6.20 -0.49 -0.31
C -0.90 1.32 2.65
N -3.17 -0.35 1.31
H -0.17 3.54 4.08
H 2.50 -3.16 -0.29
N 0.39 2.52 -1.50
H -2.42 1.05 8.16
H 1.43 -2.02 1.68
C -5.45 0.41 0.49
C -3.90 0.40 0.33
H 3.72 6.46 -1.60
H 3.21 2.01 -3.28
N 1.09 -4.19 -2.47
C 3.77 -5.05 -5.25
O 3.24 -4.80 -3.92
H 0.02 1.67 5.63
H 1.62 -5.03 -2.62
H -2.06 -0.60 7.44
H -7.78 -0.81 -1.47
*
```

---

*Q*
C20H55N5O5 | ωB97M-V/def2-TZVPD

Values from the calculation:
LUMO level, hartree: 0.0282
HOMO energy, eV: -8.8
Frontier orbital gap, eV: 9.607

Structure (ORCA input):
```
! RIJCOSX wB97M-V def2-TZVPD def2/J DEFGRID3
* xyz 0 1
H -5.58 -3.43 -1.77
C 1.86 3.60 4.76
H -2.52 -4.10 0.21
H 3.69 1.60 2.02
O -3.64 -3.84 -1.51
N 3.99 3.42 5.92
H 2.71 -2.29 -4.36
H 2.62 -2.12 -6.76
C -6.35 -0.29 2.02
H -0.73 -5.34 -0.92
C -4.06 1.78 0.08
N -1.65 -5.62 -2.75
N 2.30 -0.39 -4.92
C -0.17 0.99 -2.11
H -0.89 4.39 4.32
H 2.16 -0.02 -3.99
H 5.70 0.12 -1.65
C 1.19 0.80 -1.48
H 3.77 4.24 6.48
H 0.35 4.47 3.05
N 1.64 -0.60 -1.65
H 0.13 -3.35 -1.29
O 4.21 -0.66 -2.81
C -0.74 -3.49 -1.93
H 4.03 -1.02 -6.82
H -1.88 1.71 0.15
O 2.46 1.01 0.55
H 1.05 1.85 6.58
C -2.72 -4.60 -0.75
H 2.01 1.68 2.46
O -5.28 0.09 1.21
H -5.01 3.34 -0.78
O 0.64 2.98 4.47
H -2.15 -5.05 -3.43
H 5.21 -0.58 -4.62
C 4.51 -1.22 -4.06
H -4.18 1.14 -0.80
H 2.53 -0.66 -2.15
H -2.59 2.13 1.68
C 3.59 -1.88 -6.33
H 2.37 3.90 3.84
H -6.18 1.81 0.60
H 2.74 2.91 1.32
H 2.00 -0.86 -0.73
H -0.17 0.77 -3.18
C -5.22 1.49 1.02
H -1.32 -2.57 -1.83
H 4.54 2.85 6.55
H -0.64 1.95 -1.93
N -4.07 3.17 -0.43
C 2.76 2.68 5.58
H 3.12 1.87 4.95
H 4.19 -2.78 -6.40
C -0.22 3.80 3.69
H 1.93 1.43 -1.99
C 1.17 1.20 -0.03
H -6.23 0.06 3.05
H 0.45 0.57 0.51
C 3.26 -1.51 -4.89
H 0.94 2.27 0.02
H -6.43 -1.38 2.00
H 2.00 2.79 7.65
H -2.19 -6.45 -2.55
H 2.60 1.17 7.11
C 2.10 2.09 6.82
H -5.07 1.96 2.00
H -0.84 0.23 -1.68
H 5.96 -1.58 -2.07
H 2.65 0.40 -5.46
H -4.00 3.83 0.35
C -4.96 -3.92 -1.02
H 4.73 -1.16 -0.89
H -5.06 -3.40 -0.07
C -2.75 1.52 0.78
C -1.44 -4.80 -1.55
H -7.31 0.04 1.59
H -5.30 -4.96 -0.95
C 5.20 -0.84 -1.82
H 5.05 -2.18 -3.94
C 2.71 1.86 1.64
H 1.75 4.50 5.38
H -0.41 -3.51 -2.97
H -3.11 -5.61 -0.54
H -0.80 3.10 3.09
H -2.70 0.48 1.11
*
```

---

*R*
C20H55N5O5 | ωB97M-V/def2-TZVPD

Values from the calculation:
LUMO level, hartree: 0.0263
HOMO energy, eV: -8.9
Frontier orbital gap, eV: 9.626

Structure (ORCA input):
```
! RIJCOSX wB97M-V def2-TZVPD def2/J DEFGRID3
* xyz 0 1
C 17.55 -11.26 -21.71
H 9.81 -11.24 -9.84
H 19.76 -9.90 -22.12
O 20.43 -18.35 -15.86
N 9.67 -8.87 -11.12
H 14.12 -6.51 -11.86
H 17.32 0.26 -20.10
H 23.54 -3.94 -30.16
C 24.44 -4.20 -28.40
N 20.49 -15.78 -14.15
C 18.52 -7.70 -19.68
H 18.55 -6.62 -19.56
H 22.24 -0.01 -21.41
H 24.14 -2.58 -29.63
C 17.91 0.30 -21.02
H 21.11 -16.52 -13.84
C 20.87 -19.37 -16.81
O 22.31 -5.36 -28.81
H 23.33 1.21 -20.82
C 21.29 1.86 -20.54
H 11.12 -8.94 -9.44
C 10.88 -9.43 -10.39
N 24.33 -3.57 -29.65
H 18.58 -6.14 -21.72
H 19.16 2.20 -20.21
H 17.66 -11.27 -22.79
H 23.05 -5.17 -27.05
H 26.37 -3.26 -27.88
C 19.24 -9.55 -21.23
N 21.38 1.59 -19.10
H 22.39 1.54 -22.26
H 13.62 -7.89 -12.93
C 19.77 1.62 -20.91
H 20.01 -19.66 -17.40
C 13.75 -7.53 -11.91
H 20.51 -6.11 -29.16
H 25.02 -2.30 -27.53
H 21.44 2.91 -20.81
H 21.55 -18.88 -17.51
C 19.41 -16.34 -14.92
H 9.52 -9.40 -11.97
H 17.44 1.18 -21.45
H 21.21 0.63 -18.84
H 19.63 -10.10 -20.38
H 17.80 -14.83 -14.77
C 20.95 -5.42 -28.44
C 12.12 -9.09 -11.25
H 20.34 -7.80 -20.98
H 22.51 -3.58 -27.73
H 17.64 -0.59 -21.60
H 18.32 -11.99 -21.46
O 17.84 -9.90 -21.30
C 10.77 -10.92 -10.26
H 11.86 -9.45 -12.25
H 17.48 -8.02 -19.75
H 16.53 -11.65 -21.63
O 12.58 -7.68 -11.23
C 25.35 -3.34 -27.52
H 19.24 -14.13 -15.38
H 19.71 1.93 -21.95
H 18.79 -17.02 -14.34
H 24.95 -5.16 -28.49
H 11.58 -11.44 -9.75
H 19.14 -17.28 -17.06
C 18.67 -15.06 -15.38
C 22.35 1.06 -21.28
H 20.08 -15.39 -13.31
H 18.98 -8.19 -18.82
H 20.77 -5.94 -27.51
H 17.60 -7.37 -21.94
H 14.47 -8.14 -11.36
O 19.33 0.34 -20.68
H 10.82 -11.50 -11.18
H 20.65 -16.51 -16.69
H 20.59 2.02 -18.64
H 12.94 -9.75 -10.96
H 8.87 -9.23 -10.61
C 19.86 -17.12 -16.26
N 18.58 -7.13 -21.93
H 21.38 -20.16 -16.25
C 23.03 -4.51 -27.92
H 20.53 -4.42 -28.57
C 19.27 -7.99 -20.98
H 25.56 -3.63 -26.49
H 18.19 -15.17 -16.35
*
```

---

Most stable one: *Q*, least stable one: *P*.

---

*P*
C2FO4S | ωB97M-V/def2-TZVPD

Values from the calculation:
LUMO level, hartree: 0.1330
HOMO energy, eV: -4.3
Frontier orbital gap, eV: 7.873

Structure (ORCA input):
```
! RIJCOSX wB97M-V def2-TZVPD def2/J DEFGRID3
* xyz -1 1
C 1.54 0.54 0.42
S 0.93 -0.69 -0.66
C -1.99 0.18 -0.03
O -2.42 -0.02 1.04
O -2.17 0.71 -1.07
O 1.88 -0.84 0.62
O -0.50 -0.98 -0.21
F 2.74 1.09 -0.12
*
```

---

*Q*
C2FO4S | ωB97M-V/def2-TZVPD

Values from the calculation:
LUMO level, hartree: 0.1384
HOMO energy, eV: -3.9
Frontier orbital gap, eV: 7.675

Structure (ORCA input):
```
! RIJCOSX wB97M-V def2-TZVPD def2/J DEFGRID3
* xyz -1 1
S -0.76 -0.26 0.75
C -1.70 0.34 -0.79
O 0.60 -0.80 0.74
C 2.05 0.18 0.05
F -2.89 0.99 -0.36
O 2.23 -0.13 -1.08
O -1.85 -1.03 -0.36
O 2.32 0.72 1.05
*
```

---

Most stable one: *P*, least stable one: *Q*.